(1)
{
  "formula": "C9H21BF4IO2P2V",
  "method": "ωB97M-V/def2-TZVPD",
  "species": ["I", "V", "P", "P", "F", "F", "F", "F", "O", "O", "C", "C", "C", "C", "C", "C", "C", "C", "C", "B", "H", "H", "H", "H", "H", "H", "H", "H", "H", "H", "H", "H", "H", "H", "H", "H", "H", "H", "H", "H", "H"],
  "xyz": [[-0.006, -0.246, -2.619], [-0.005, -0.154, 0.993], [2.296, -0.038, 0.549], [-2.299, 0.008, 0.543], [-1.123, 0.190, 3.603], [-0.005, -1.736, 2.923], [1.220, 0.101, 3.653], [-0.038, -1.087, 5.203], [0.018, 1.955, -4.582], [0.028, 2.887, 0.930], [0.006, 0.750, -4.628], [-3.195, 1.345, 1.398], [-3.060, 0.032, -1.094], [3.055, -0.022, -1.089], [2.737, -1.624, 1.305], [-0.002, -0.149, -5.840], [0.013, 1.702, 1.016], [3.212, 1.283, 1.406], [-2.773, -1.568, 1.302], [0.014, -0.630, 3.918], [-3.866, -1.633, 1.326], [3.828, -1.714, 1.321], [-2.355, -2.369, 0.679], [-2.366, -1.663, 2.316], [2.337, -1.706, 2.322], [-0.892, -0.784, -5.872], [-2.895, 1.351, 2.452], [2.913, 1.287, 2.460], [4.302, 1.137, 1.327], [0.002, 0.447, -6.753], [0.880, -0.796, -5.875], [-4.127, -0.224, -1.002], [-2.873, 2.295, 0.940], [2.513, -0.720, -1.745], [2.295, -2.415, 0.686], [2.934, 0.988, -1.497], [2.905, 2.240, 0.953], [-2.924, 1.040, -1.506], [4.116, -0.297, -0.996], [-4.287, 1.216, 1.322], [-2.533, -0.676, -1.750]],
  "multiplicity": 3,
  "orbital_gap_ev": [6.434, 6.938],
  "e_homo_ev": [-16.5, -16.5],
  "e_tot_ev": -77669.023,
  "s_squared": 2.09,
  "de_lowest_kj_mol": 0.0,
  "charge": 2
}



(2)
{
  "formula": "C9H21Cl2O2P2Re",
  "method": "ωB97M-V/def2-TZVPD",
  "species": ["Re", "Cl", "Cl", "P", "P", "O", "O", "C", "C", "C", "C", "C", "C", "C", "C", "C", "H", "H", "H", "H", "H", "H", "H", "H", "H", "H", "H", "H", "H", "H", "H", "H", "H", "H", "H", "H", "H"],
  "xyz": [[0.237, 0.059, 1.345], [-1.958, 0.073, -1.915], [-1.114, -0.198, 3.063], [-0.101, 2.282, 0.765], [0.084, -2.133, 0.576], [3.291, -0.021, 1.939], [0.624, 0.222, -1.500], [-0.267, 0.222, -2.351], [1.509, -3.158, 1.113], [2.118, 0.044, 1.717], [-1.523, 3.023, 1.643], [-1.349, -3.084, 1.239], [1.402, 3.208, 1.257], [-0.139, -0.286, -3.757], [-0.411, 3.100, -0.839], [-0.088, -2.790, -1.140], [0.737, -2.497, -1.782], [-0.804, 0.310, -4.409], [1.658, 2.900, 2.276], [-1.381, 2.908, 2.716], [-0.565, -1.266, -4.001], [1.353, -4.219, 0.863], [0.454, 2.996, -1.497], [-0.166, -3.886, -1.180], [-1.291, 2.715, -1.361], [-1.417, -4.105, 0.802], [1.623, -2.986, 2.195], [-0.993, -2.465, -1.652], [1.191, 4.280, 1.201], [-1.259, -3.130, 2.329], [2.393, -2.821, 0.560], [-1.686, 4.079, 1.325], [2.186, 2.921, 0.546], [-2.286, -2.542, 1.065], [-0.598, 4.173, -0.703], [-2.412, 2.400, 1.490], [0.949, -0.326, -3.940]],
  "multiplicity": 4,
  "orbital_gap_ev": [6.081, 6.101],
  "e_homo_ev": [-20.2, -21.5],
  "e_tot_ev": -59488.322,
  "s_squared": 3.78,
  "de_lowest_kj_mol": 0.0,
  "charge": 3
}



(3)
{
  "formula": "C9H21ClCoNO5P2",
  "method": "ωB97M-V/def2-TZVPD",
  "species": ["Co", "Cl", "P", "P", "O", "O", "O", "O", "O", "N", "C", "C", "C", "C", "C", "C", "C", "C", "C", "H", "H", "H", "H", "H", "H", "H", "H", "H", "H", "H", "H", "H", "H", "H", "H", "H", "H", "H", "H", "H"],
  "xyz": [[-0.474, -0.226, -0.763], [-0.028, -2.417, -0.383], [-1.507, 0.021, 1.267], [1.724, 0.266, -0.924], [0.407, 3.034, 2.872], [-0.641, 2.610, -0.645], [-2.062, -0.476, -2.508], [2.216, 3.180, 1.622], [1.668, 1.266, 2.555], [1.421, 2.506, 2.345], [-1.651, -1.582, -2.469], [-1.874, -2.861, -3.106], [-2.924, -1.092, 1.087], [2.779, -0.377, 0.395], [-0.594, 1.436, -0.705], [2.424, 1.911, -1.222], [-0.595, -0.614, 2.693], [-2.212, 1.570, 1.895], [2.190, -0.705, -2.396], [1.461, -0.505, -3.202], [-3.325, -1.046, 0.067], [0.212, 0.130, 2.965], [3.189, -0.379, -2.721], [2.197, -1.768, -2.152], [-2.983, 1.308, 2.632], [-3.685, -0.760, 1.800], [-2.601, -2.119, 1.321], [2.477, -1.387, 0.647], [-1.288, -0.727, 3.521], [-2.683, 2.120, 1.066], [1.787, 2.457, -1.940], [3.813, -0.375, 0.058], [-0.148, -1.569, 2.435], [2.500, 2.483, -0.293], [3.423, 1.785, -1.670], [-1.436, 2.191, 2.357], [-2.351, -3.558, -2.399], [-2.553, -2.701, -3.955], [-0.953, -3.314, -3.440], [2.680, 0.285, 1.294]],
  "multiplicity": 5,
  "orbital_gap_ev": [5.016, 6.725],
  "e_homo_ev": [-14.4, -17.9],
  "e_tot_ev": -90104.138,
  "s_squared": 6.06,
  "de_lowest_kj_mol": 11.0,
  "charge": 2
}



(4)
{
  "formula": "C9H21ClI2NP2SW",
  "method": "ωB97M-V/def2-TZVPD",
  "species": ["W", "I", "I", "Cl", "S", "P", "P", "N", "C", "C", "C", "C", "C", "C", "C", "C", "C", "H", "H", "H", "H", "H", "H", "H", "H", "H", "H", "H", "H", "H", "H", "H", "H", "H", "H", "H", "H", "H"],
  "xyz": [[-0.044, -0.227, -0.117], [0.227, 2.090, -4.955], [-0.379, 3.914, -3.090], [-0.038, -1.425, -2.067], [-0.886, -1.254, 4.228], [-2.459, 0.138, -0.447], [2.372, 0.168, -0.460], [-0.056, -0.476, 1.911], [-3.015, 0.496, -2.137], [2.932, 0.529, -2.147], [1.110, -0.651, 2.675], [0.827, -1.092, 3.924], [3.271, 1.308, 0.640], [-3.059, -1.571, -0.112], [2.998, -1.537, -0.125], [-3.368, 1.273, 0.644], [-1.205, -0.671, 2.641], [-4.148, -1.609, -0.244], [2.641, 1.543, -2.426], [4.086, -1.569, -0.263], [1.572, -1.343, 4.692], [2.538, -2.264, -0.803], [-2.730, 1.516, -2.408], [-3.073, 2.290, 0.374], [-3.111, 1.146, 1.698], [-2.599, -2.288, -0.800], [2.798, -1.889, 0.895], [2.081, -0.484, 2.179], [4.358, 1.207, 0.542], [-4.453, 1.158, 0.542], [3.019, 1.173, 1.695], [-2.528, -0.172, -2.849], [2.455, -0.139, -2.864], [2.967, 2.325, 0.381], [-2.179, -0.490, 2.210], [-4.101, 0.375, -2.229], [4.020, 0.420, -2.233], [-2.841, -1.919, 0.906]],
  "multiplicity": 3,
  "orbital_gap_ev": [3.491, 4.194],
  "e_homo_ev": [-16.7, -16.7],
  "e_tot_ev": -71097.260,
  "s_squared": 2.05,
  "de_lowest_kj_mol": 26.6,
  "charge": 3
}



(5)
{
  "formula": "C9H21ClN3O3",
  "method": "ωB97M-V/def2-TZVPD",
  "species": ["Cl", "O", "O", "O", "N", "N", "N", "C", "C", "C", "C", "C", "C", "C", "C", "C", "H", "H", "H", "H", "H", "H", "H", "H", "H", "H", "H", "H", "H", "H", "H", "H", "H", "H", "H", "H", "H"],
  "xyz": [[-1.367, 1.702, -1.513], [-5.510, -0.428, -0.261], [-0.197, -0.287, 2.693], [1.069, 4.696, 0.764], [0.846, -1.579, 1.070], [2.446, 3.181, -0.301], [-3.496, -1.515, -0.332], [1.183, -2.876, 0.571], [1.271, 3.792, -0.058], [3.727, 3.564, 0.283], [0.300, -1.353, 2.318], [-4.309, -0.452, -0.616], [-3.915, -2.669, 0.490], [1.204, -0.459, 0.196], [2.560, 2.304, -1.409], [-2.222, -1.776, -0.947], [1.681, 2.152, -2.036], [2.213, -2.898, 0.217], [0.164, -2.280, 2.896], [-4.907, -2.518, 0.917], [2.174, -0.624, -0.275], [-3.741, 0.276, -1.216], [-3.345, -2.707, 1.418], [-1.969, -0.979, -1.647], [-4.009, -3.600, -0.070], [2.870, 1.294, -1.141], [0.449, -0.415, -0.589], [0.930, -3.643, 1.303], [4.217, 4.258, -0.400], [3.659, 4.160, 1.194], [0.438, 3.445, -0.689], [0.573, -2.948, -0.329], [1.094, 0.528, 0.645], [4.204, 2.598, 0.448], [3.358, 2.645, -2.068], [-1.494, -1.820, -0.137], [-2.148, -2.769, -1.392]],
  "multiplicity": 2,
  "orbital_gap_ev": [2.108, 7.512],
  "e_homo_ev": [3.0, -2.5],
  "e_tot_ev": -32807.665,
  "s_squared": 0.75,
  "de_lowest_kj_mol": 121.5,
  "charge": -2
}



(6)
{
  "formula": "C9H21FN2NbO8P2",
  "method": "ωB97M-V/def2-TZVPD",
  "species": ["Nb", "P", "P", "F", "O", "O", "O", "O", "O", "O", "O", "O", "N", "N", "C", "C", "C", "C", "C", "C", "C", "C", "C", "H", "H", "H", "H", "H", "H", "H", "H", "H", "H", "H", "H", "H", "H", "H", "H", "H", "H", "H", "H", "H"],
  "xyz": [[-1.148, -2.527, -1.895], [-3.231, -1.181, -1.311], [-2.819, 0.883, -1.733], [0.784, -0.497, -2.919], [-4.221, 1.622, -1.949], [1.484, 2.610, 4.514], [-3.340, -4.390, 0.437], [-2.178, 0.927, -3.188], [0.506, -3.692, -2.454], [-1.546, -2.213, -3.834], [-2.059, 1.575, -0.689], [1.183, 2.116, 1.631], [-2.362, -4.324, -1.730], [1.447, -3.193, -4.589], [2.733, -0.837, -1.173], [2.181, 2.932, 2.204], [1.334, -1.069, -0.628], [-2.844, -4.347, -0.623], [0.213, -0.753, -1.663], [0.904, -3.570, -3.638], [-0.126, 2.673, 1.683], [2.555, 2.474, 3.596], [0.774, 1.405, 4.733], [1.862, 3.980, 2.224], [1.186, -0.406, 0.221], [-0.155, 1.660, 5.240], [3.458, -0.888, -0.365], [-1.866, 0.049, -3.471], [-3.371, -1.170, 0.082], [0.536, 0.901, 3.794], [1.350, 0.727, 5.373], [-0.831, 1.883, 1.445], [2.821, 0.150, -1.610], [-0.349, 3.075, 2.675], [1.259, -2.079, -0.245], [-2.454, -2.469, -4.047], [3.381, 3.092, 3.965], [2.900, 1.436, 3.563], [3.069, 2.862, 1.565], [2.998, -1.583, -1.912], [-4.642, 1.340, -2.771], [-0.236, 3.462, 0.934], [-0.267, 0.158, -1.324], [-0.872, -2.803, -0.119]],
  "orbital_gap_ev": 7.299,
  "e_homo_ev": -5.8,
  "e_tot_ev": -51881.566,
  "charge": -1
}



(7)
{
  "formula": "C9H21FO5SSi2",
  "method": "ωB97M-V/def2-TZVPD",
  "species": ["S", "Si", "Si", "F", "O", "O", "O", "O", "O", "C", "C", "C", "C", "C", "C", "C", "C", "C", "H", "H", "H", "H", "H", "H", "H", "H", "H", "H", "H", "H", "H", "H", "H", "H", "H", "H", "H", "H", "H"],
  "xyz": [[2.650, -1.510, -4.366], [-0.235, -1.143, 0.233], [2.621, -0.518, -0.068], [-0.193, -0.509, 1.707], [-3.310, -0.512, 5.696], [-3.565, -2.005, 4.070], [1.295, -1.522, -0.186], [-1.038, 1.394, -0.265], [-4.689, -2.267, 6.006], [-1.977, 2.519, -2.255], [-2.314, -0.193, 4.718], [-2.828, -0.925, 3.490], [4.020, 0.007, -2.488], [2.797, 0.031, -3.400], [-3.932, -1.657, 5.326], [-0.957, 2.516, -1.130], [-0.976, 0.139, -0.923], [3.896, -1.002, -1.341], [-1.917, 3.474, -2.780], [4.159, 1.017, -2.090], [-0.346, 0.194, -1.825], [-1.116, 3.379, -0.485], [4.907, -0.211, -3.090], [-2.035, -1.308, 2.859], [3.652, -1.990, -1.743], [0.063, 2.592, -1.537], [-1.353, -0.581, 5.057], [1.885, 0.163, -2.816], [2.864, 0.863, -4.100], [-2.990, 2.404, -1.863], [-1.030, -2.379, 0.260], [-2.255, 0.884, 4.599], [3.148, -0.589, 1.309], [4.855, -1.103, -0.827], [2.156, 0.872, -0.330], [-1.793, 1.739, -2.993], [-3.510, -0.310, 2.900], [1.369, -1.772, -4.090], [-1.979, -0.180, -1.240]],
  "orbital_gap_ev": 9.821,
  "e_homo_ev": -9.4,
  "e_tot_ev": -49222.840
}



(8)
{
  "formula": "C9H21IOSi",
  "method": "ωB97M-V/def2-TZVPD",
  "species": ["I", "Si", "O", "C", "C", "C", "C", "C", "C", "C", "C", "C", "H", "H", "H", "H", "H", "H", "H", "H", "H", "H", "H", "H", "H", "H", "H", "H", "H", "H", "H", "H", "H"],
  "xyz": [[-2.499, -4.060, 1.488], [0.448, -0.695, -0.740], [0.697, 0.853, -1.217], [0.643, -1.643, -2.371], [1.764, -1.240, 0.531], [0.181, 2.093, -0.819], [-1.615, -0.546, 1.369], [-0.860, -3.672, 0.267], [-1.296, -0.857, -0.040], [1.237, 2.947, -0.115], [1.450, 2.524, 1.332], [-2.481, -1.059, -0.911], [-2.378, 0.233, 1.431], [0.535, 2.658, 1.905], [-0.686, 1.951, -0.163], [0.475, -2.705, -2.237], [-3.230, -1.675, -0.407], [2.169, -2.212, 0.267], [1.646, -1.516, -2.762], [-2.213, -1.516, -1.858], [1.742, 1.480, 1.379], [2.599, -0.543, 0.548], [-2.956, -0.096, -1.124], [-0.048, -1.281, -3.124], [0.922, 3.993, -0.152], [2.234, 3.123, 1.794], [1.378, -1.317, 1.543], [-0.971, -4.067, -0.727], [-0.155, 2.605, -1.730], [2.170, 2.853, -0.673], [-0.742, -0.242, 1.940], [-2.062, -1.425, 1.860], [0.082, -3.859, 0.750]],
  "orbital_gap_ev": [7.308, 8.609],
  "e_homo_ev": [-7.7, -8.3],
  "e_tot_ev": -27698.118,
  "de_lowest_kj_mol": 63.5
}